Entry from OMol25: a 15-piece molecular cluster, C48H137N11O15 overall in a non-equilibrium geometry (ωB97M-V/def2-TZVPD).

Positions of all 211 atoms, in Å:
C -7.06065 -1.17053 0.20348
C -6.23946 -2.37134 0.71626
O -6.88122 -3.62754 0.46090
H -6.99445 -1.08436 -0.88109
H -6.48423 -0.29327 0.49716
H -8.06699 -1.14361 0.62140
H -6.17414 -2.34122 1.80389
H -5.22218 -2.41867 0.32767
H -6.65352 -3.81330 -0.45302
C -3.05852 -2.55551 -3.70224
C -4.35868 -1.93172 -4.19380
O -3.95288 -0.92426 -5.12106
H -2.37025 -2.86334 -4.48940
H -3.30777 -3.27518 -2.92247
H -2.50026 -1.72567 -3.26886
H -4.99910 -1.53205 -3.40753
H -5.00956 -2.64141 -4.70448
H -3.73169 -0.15204 -4.59536
O -3.51582 1.23778 -3.80465
H -2.92092 1.89338 -4.16868
H -3.47699 1.37753 -2.85850
O -4.79202 3.60808 0.13980
H -4.66704 4.54935 0.26079
H -5.66205 3.52986 -0.25156
C -3.64015 0.20981 0.19455
C -2.38257 1.12625 -0.00922
C -1.10030 0.28456 -0.26926
O 0.05727 1.13109 -0.26423
C 1.26177 0.56863 -0.75103
N -2.64424 2.10455 -1.02409
H -4.51052 0.69629 0.63490
H -3.48534 -0.59107 0.91754
H -3.85415 -0.29208 -0.74907
H -2.18572 1.70074 0.89594
H -1.16391 -0.32817 -1.16849
H -1.01431 -0.54583 0.43156
H 1.66581 -0.15045 -0.03845
H 2.03576 1.31664 -0.92285
H 1.07500 0.17807 -1.75138
H -3.47225 2.59468 -0.71708
H -1.83657 2.71081 -1.03906
C -0.14132 -7.30767 -0.88134
C -0.29534 -6.74929 0.55054
C -1.47554 -5.71306 0.62920
O -1.30407 -4.72541 -0.37007
C -1.92500 -3.48356 -0.05346
N -0.69110 -7.85466 1.42978
H 0.41758 -8.23792 -0.77957
H 0.47397 -6.61884 -1.46016
H -1.00253 -7.55200 -1.50321
H 0.61497 -6.20975 0.81192
H -1.38566 -5.27553 1.62347
H -2.42489 -6.20227 0.41120
H -3.01194 -3.55922 -0.02292
H -1.67680 -2.77141 -0.84044
H -1.65111 -3.02750 0.89790
H 0.06636 -8.49660 1.61494
H -1.52894 -8.34720 1.15497
C -0.07767 2.36884 -3.74014
C -0.30736 1.67529 -5.06657
C -0.35248 0.14309 -4.92142
O -0.05422 -0.42643 -6.15843
C -0.36298 -1.81789 -6.28117
N -1.54969 2.19331 -5.64971
H 0.86374 2.14250 -3.23951
H -0.88766 2.20437 -3.02954
H -0.05554 3.41691 -4.03876
H 0.44231 1.97759 -5.79781
H -1.33236 -0.15160 -4.54578
H 0.31623 -0.16659 -4.11829
H -0.07055 -2.33725 -5.36857
H 0.19678 -2.23272 -7.11944
H -1.44606 -1.92606 -6.33902
H -1.43608 2.93029 -6.33092
H -1.97358 1.46240 -6.20305
C 4.28164 -3.03026 -3.10456
C 3.03020 -2.28290 -2.52467
C 1.78057 -3.16189 -2.42293
O 1.16184 -3.56849 -3.60075
C -0.04405 -4.29294 -3.41832
N 3.46398 -1.75131 -1.28601
H 5.06609 -2.33917 -3.41300
H 3.96356 -3.47962 -4.04531
H 4.68848 -3.82219 -2.47573
H 2.77013 -1.50262 -3.23995
H 1.09345 -2.62480 -1.76910
H 1.98522 -4.11471 -1.93472
H -0.46967 -4.57699 -4.38075
H -0.65436 -3.72503 -2.71611
H 0.22768 -5.26333 -3.00288
H 3.95752 -2.53977 -0.89251
H 4.24073 -1.14323 -1.50280
C 3.40768 5.12785 -0.83216
C 4.30560 3.96710 -1.10651
C 3.94212 3.27758 -2.38583
O 4.75728 2.15099 -2.43920
C 4.18788 1.06309 -3.26388
N 5.64942 4.53228 -1.21521
H 2.42359 4.70688 -0.62613
H 3.37003 5.93419 -1.56462
H 3.60062 5.56266 0.14856
H 4.19471 3.35651 -0.21043
H 4.04819 3.85844 -3.30204
H 2.90731 2.98560 -2.20688
H 3.96352 1.42660 -4.26668
H 3.33956 0.55546 -2.80479
H 4.91316 0.25701 -3.37479
H 6.03582 3.78049 -1.76803
H 5.60341 5.26570 -1.90809
C 1.63337 -2.99399 1.72481
C 2.34724 -3.20616 3.06120
C 3.33554 -4.35089 3.06896
O 3.88106 -4.51080 4.34171
C 3.16944 -5.26970 5.28696
N 3.06078 -1.98165 3.36565
H 2.31319 -2.77369 0.90176
H 0.90033 -2.20413 1.88874
H 1.14094 -3.91779 1.42118
H 1.55179 -3.33935 3.79442
H 4.16601 -4.07612 2.41864
H 2.92781 -5.27558 2.66054
H 3.67939 -5.19740 6.24760
H 3.10944 -6.35503 5.20586
H 2.20464 -4.80668 5.49401
H 3.74086 -2.26063 4.05830
H 3.58140 -1.75790 2.52959
C 3.27696 6.18919 3.87716
C 2.31861 4.93300 4.00503
C 3.09618 3.70203 3.65582
O 2.40640 2.43882 3.83197
C 1.39471 2.38040 2.81643
N 1.91531 4.84607 5.42585
H 2.89406 7.13078 4.27072
H 3.55271 6.31650 2.83033
H 4.16983 5.96990 4.46265
H 1.53423 5.06309 3.25943
H 3.96395 3.61692 4.30992
H 3.61397 3.78603 2.70034
H 0.88356 1.42364 2.92334
H 1.71894 2.43755 1.77734
H 0.63901 3.16130 2.90135
H 2.62444 5.03007 6.12110
H 1.69740 3.87280 5.58511
C -1.50615 5.94943 -4.58014
C -2.11622 5.76780 -3.18621
C -3.31173 4.80854 -3.19794
O -4.33409 5.43393 -3.99043
C -5.56854 4.71070 -4.04140
N -1.10272 5.24625 -2.33627
H -0.53128 6.43580 -4.61435
H -2.20786 6.50949 -5.19822
H -1.35989 5.04430 -5.16959
H -2.35842 6.73793 -2.75229
H -3.70249 4.67358 -2.18938
H -3.05432 3.81337 -3.56056
H -5.55811 3.71800 -4.49145
H -6.31666 5.27723 -4.59589
H -5.92481 4.64511 -3.01336
H -0.55219 6.05853 -2.09705
H -0.44736 4.84027 -2.98879
C -4.99160 3.97554 3.33246
C -3.80372 3.10495 3.59973
C -4.00940 1.57458 3.63740
O -2.67905 0.93238 3.65983
C -1.63024 1.24339 4.57443
N -2.81096 3.44045 2.63702
H -4.70038 5.01187 3.16123
H -5.58566 3.92346 4.24487
H -5.66528 3.49838 2.62072
H -3.30248 3.33677 4.53947
H -4.48806 1.26135 2.70957
H -4.54848 1.19905 4.50715
H -0.75792 0.59274 4.63613
H -2.04917 1.42024 5.56505
H -1.10501 2.13700 4.23724
H -3.11953 3.44429 1.67532
H -2.36816 2.54220 2.76811
C 4.58876 0.49311 1.71552
C 6.01732 0.25097 1.19103
C 6.87645 1.56303 1.20267
O 8.06791 1.37807 0.45731
C 7.97368 1.76811 -0.93333
N 6.60745 -0.82839 1.97532
H 4.55828 0.72110 2.78098
H 3.92823 -0.34188 1.48188
H 4.21468 1.41777 1.27603
H 5.93404 -0.09991 0.16241
H 7.05479 1.85445 2.23773
H 6.45856 2.48690 0.80274
H 7.22797 1.27676 -1.55831
H 8.98370 1.58393 -1.29943
H 7.89281 2.85454 -0.96835
H 6.67868 -0.36745 2.87118
H 7.51608 -1.00030 1.56918
C -1.40657 -2.43239 5.45730
C -1.79387 -3.00501 4.13629
C -3.05242 -3.89803 4.17143
O -2.88540 -4.99728 5.01661
C -2.08782 -6.09152 4.56344
N -1.86134 -1.89334 3.20724
H -0.56942 -1.74886 5.59892
H -1.31302 -3.27022 6.14824
H -2.18667 -1.84821 5.94544
H -0.99561 -3.65280 3.77400
H -3.31769 -4.22431 3.16581
H -3.97762 -3.42099 4.49475
H -1.98847 -6.72690 5.44351
H -1.07687 -5.81861 4.26076
H -2.58756 -6.61920 3.75109
H -0.90981 -1.59527 3.04648
H -2.31523 -1.05520 3.54131

- HOMO energy: -8.881 eV
- E_LUMO: 0.165 eV
- Multiplicity: 1
- Orbital gap: 9.046 eV
- Energy relative to the best compared isomer or geometry (same formula, charge and spin): 341.9 kJ/mol

Entry from OMol25: C48H30Br2MnN6O4S2 as an isolated structure in a non-equilibrium geometry (ωB97M-V/def2-TZVPD).

Positions of all 93 atoms, in Å:
Mn -0.17451 -0.52962 0.20483
O -7.04101 -2.28932 0.40645
C -6.30982 -2.25763 1.40871
O -6.56869 -2.32450 2.62204
C -4.85181 -1.81525 1.10760
C -3.96127 -1.58711 2.14565
C -2.68884 -1.13278 1.84856
N -2.29573 -0.92760 0.58854
C -3.12906 -1.17301 -0.42244
C -4.42269 -1.61636 -0.19348
C -2.58496 -0.91021 -1.78020
C -3.33492 -1.14338 -2.92890
C -2.76505 -0.90077 -4.16344
C -1.46596 -0.41813 -4.22840
C -0.80117 -0.19094 -3.03948
N -1.34101 -0.42554 -1.84675
C -1.68039 -0.81919 2.89214
C -2.00618 -0.82225 4.24769
C -1.03856 -0.49491 5.17700
C 0.23928 -0.16968 4.74393
C 0.48367 -0.18769 3.38568
N -0.44509 -0.49835 2.48174
H -4.33623 -1.77322 3.14281
H -5.14580 -1.81153 -0.97298
H -4.34071 -1.52737 -2.85751
H -3.32825 -1.09073 -5.06762
H -0.97752 -0.22451 -5.17281
H 0.21438 0.19295 -3.03651
H -3.00711 -1.07070 4.56544
H -1.28127 -0.49082 6.23155
H 1.02723 0.09035 5.43634
H 1.46371 0.05906 2.99127
S 6.96882 -1.79966 0.91135
C 7.20344 -3.40089 1.45516
C 6.02171 -4.03669 1.67778
C 4.90229 -3.21015 1.40634
C 5.25524 -1.95693 0.97974
C 4.36848 -0.85640 0.59247
C 2.96837 -1.03748 0.64403
N 2.11253 -0.11263 0.27830
C 2.56707 1.06885 -0.17698
C 3.93079 1.36133 -0.26725
C 4.33910 2.63702 -0.78801
C 3.42380 3.54149 -1.19943
C 2.01609 3.25895 -1.12817
C 1.02593 4.15203 -1.56170
C -0.30867 3.80865 -1.47446
C -0.61588 2.54338 -0.92909
N 0.29093 1.69827 -0.49896
C 1.59107 2.03275 -0.60555
C -1.38355 4.70432 -1.91168
C -1.26671 5.94035 -2.49024
C -2.51892 6.53346 -2.78425
C -3.56489 5.73928 -2.42466
S -3.04128 4.27415 -1.72800
C 4.83037 0.36325 0.13990
H 8.20083 -3.79073 1.57582
H 5.94773 -5.05866 2.01778
H 3.88128 -3.54720 1.51095
H 2.52944 -1.98054 0.94463
H 5.39786 2.85395 -0.85320
H 3.73719 4.49765 -1.59962
H 1.32593 5.11081 -1.96590
H -1.64454 2.21551 -0.82410
H -0.32056 6.41653 -2.70250
H -2.63672 7.50318 -3.24422
H -4.61842 5.93865 -2.53368
H 5.89369 0.56248 0.06807
Br -4.49188 1.88577 0.93066
C -3.12336 2.79666 1.86983
C -3.45122 3.95194 2.57141
C -2.43253 4.60447 3.23800
C -1.14485 4.08632 3.17850
C -0.94046 2.92913 2.45170
N -1.91306 2.28306 1.80345
H -4.46943 4.31114 2.58543
H -2.64081 5.50747 3.79696
H -0.31834 4.56715 3.68285
H 0.04865 2.48955 2.37320
Br 4.25485 -7.13692 -3.49389
C 2.96529 -5.95049 -2.76763
C 3.39169 -4.81032 -2.10753
C 2.44131 -3.95100 -1.57799
C 1.08438 -4.21762 -1.70915
C 0.68158 -5.36472 -2.38306
C 1.61731 -6.24061 -2.91032
C 0.03547 -3.28220 -1.14702
O -1.13121 -3.41539 -1.49038
O 0.49262 -2.38141 -0.34495
H 4.44854 -4.60163 -2.00904
H 2.75240 -3.05475 -1.05864
H -0.37863 -5.55491 -2.48344
H 1.30718 -7.13825 -3.42704

- HOMO energy (spin up / spin down): -7.393 / -7.392 eV
- E_LUMO (spin up / spin down): -1.340 / -1.376 eV
- Multiplicity: 6
- <S²>: 8.7533
- Orbital gap (spin up / spin down): 6.053 / 6.016 eV
- Energy relative to the best compared isomer or geometry (same formula, charge and spin): 51.9 kJ/mol

Entry from OMol25: C48H32IrN2O6PS4 as an isolated structure in a non-equilibrium geometry (ωB97M-V/def2-TZVPD).

Positions of all 94 atoms, in Å:
Ir -0.52961 0.99268 0.14547
O 0.70710 3.48222 -2.82993
S 1.37955 2.49183 -1.96794
O 1.46721 1.15222 -2.56502
O 0.72702 2.42849 -0.53141
C 3.09134 3.06492 -1.73891
C 3.61835 3.33935 -2.97206
C 4.84853 3.95304 -3.13877
C 5.65846 4.15318 -2.04322
C 5.25459 3.69596 -0.82174
C 3.94940 3.17628 -0.59243
S 3.71706 2.77565 1.18567
O 5.00042 3.14379 1.76452
O 3.41525 1.33472 1.28385
O 2.56434 3.63051 1.56863
H 3.02891 3.05827 -3.84633
H 5.22430 4.21741 -4.11081
H 6.63127 4.63822 -2.08808
H 5.83222 3.83711 0.09583
S -2.49094 -0.22697 5.71270
C -3.26279 -1.28032 6.81565
C -4.22924 -2.06726 6.20481
C -4.40329 -1.68278 4.81852
C -3.53775 -0.71409 4.35938
C -3.53803 -0.24022 2.93384
C -2.34775 0.10742 2.36824
N -2.15529 0.30184 1.02355
C -3.25163 0.14750 0.16609
C -4.57675 -0.09166 0.70496
C -5.65060 -0.08443 -0.25264
C -5.44464 0.17959 -1.59941
C -4.16358 0.51333 -2.16670
C -3.88841 0.83520 -3.49652
C -2.58344 1.22526 -3.78229
C -1.64905 1.54834 -2.75351
N -1.86774 1.15688 -1.48796
C -3.05152 0.54935 -1.19192
C -2.01886 1.30520 -5.10694
C -0.66323 1.38922 -5.45824
C -0.51772 1.54961 -6.83953
C -1.75146 1.62967 -7.47869
S -3.09145 1.24179 -6.46882
C -4.69165 -0.29556 2.09004
H -3.06605 -1.19355 7.90636
H -4.75589 -2.86024 6.69898
H -5.14211 -2.12052 4.17264
H -1.49324 0.29201 2.97404
H -6.63530 -0.44785 0.01193
H -6.33510 0.15234 -2.28138
H -4.66957 0.63242 -4.21915
H -0.70875 2.12151 -2.94462
H 0.16816 1.37917 -4.77895
H 0.40901 1.60304 -7.36122
H -1.91553 1.97806 -8.46476
H -5.69965 -0.33861 2.52700
C 4.94045 -2.62377 -0.68705
C 4.72896 -1.25878 -0.81379
C 3.45712 -0.73919 -0.53055
C 2.43472 -1.60172 -0.28510
C 2.66150 -2.96364 -0.04297
C 3.91017 -3.48155 -0.24923
P 0.70659 -1.08230 0.10902
C -0.22451 -2.53576 -0.47171
C 0.06565 -3.05693 -1.72375
C -0.71515 -4.08766 -2.29697
C -1.83236 -4.63070 -1.60581
C -2.04045 -4.20067 -0.29697
C -1.23380 -3.18996 0.23838
C 0.86412 -1.24424 1.92219
C 0.95533 -2.43335 2.63448
C 1.18989 -2.40748 3.99234
C 1.48062 -1.21268 4.62225
C 1.33272 0.01413 3.98764
C 1.42738 1.27079 4.59979
C 1.12231 2.42247 3.88497
C 0.66718 2.35048 2.54207
C 0.47239 1.17056 1.90502
C 0.92654 -0.00566 2.59537
H 5.92048 -3.09982 -0.85554
H 5.53205 -0.56040 -1.00378
H 3.27906 0.33159 -0.59604
H 1.76941 -3.59062 0.14235
H 4.09451 -4.58190 -0.17961
H 0.92428 -2.64792 -2.26742
H -0.45280 -4.49355 -3.28647
H -2.43183 -5.37656 -2.12188
H -2.87570 -4.58965 0.34467
H -1.49815 -2.79255 1.22608
H 0.92342 -3.39794 2.11379
H 1.23729 -3.31718 4.56732
H 1.78124 -1.16700 5.64262
H 1.75757 1.33823 5.64716
H 1.35595 3.38976 4.38594
H 0.47092 3.32252 2.05840

- HOMO energy (spin up / spin down): -5.782 / -7.906 eV
- E_LUMO (spin up / spin down): -0.634 / -3.464 eV
- Multiplicity: 5
- <S²>: 6.0826
- Orbital gap (spin up / spin down): 5.148 / 4.442 eV
- Energy relative to the best compared isomer or geometry (same formula, charge and spin): 102.8 kJ/mol

Entry from OMol25: C48H34Cl2N11O4PbSe2 as an isolated structure (ωB97M-V/def2-TZVPD).

Positions of all 102 atoms, in Å:
Pb -0.47093 0.66692 -1.36026
C 1.40615 2.65754 -5.25413
C 0.55844 1.98021 -4.38539
N 1.03916 1.11858 -3.50046
C 2.35545 0.89137 -3.47933
C 3.18810 1.59196 -4.34666
N 2.71926 2.47455 -5.22169
C 2.86050 -0.11143 -2.49521
C 4.16209 -0.59112 -2.53608
C 4.57246 -1.52498 -1.59015
C 3.65320 -1.93258 -0.63078
C 2.36820 -1.40547 -0.65460
N 1.98637 -0.52389 -1.57699
C 1.34680 -1.80458 0.35498
C 1.71485 -2.25696 1.61826
N 0.82304 -2.59957 2.53824
C -0.45219 -2.50576 2.18932
C -0.83670 -2.03925 0.93882
N 0.05734 -1.67452 0.02855
C 5.94620 -2.07842 -1.61304
C 6.56515 -2.40676 -2.81275
C 7.85101 -2.92588 -2.77897
N 8.53489 -3.12123 -1.65618
C 7.93886 -2.80274 -0.51176
C 6.65435 -2.28645 -0.43574
H 1.01780 3.36508 -5.97558
H -0.51610 2.12542 -4.39389
H 4.26195 1.45765 -4.33363
H 4.85966 -0.25593 -3.28954
H 3.92786 -2.69047 0.08952
H 2.75580 -2.31548 1.91092
H -1.19329 -2.78611 2.92754
H -1.88438 -1.94696 0.67660
H 6.05158 -2.28975 -3.75813
H 8.35252 -3.20058 -3.69946
H 8.51672 -2.96526 0.39062
H 6.22725 -2.03211 0.52582
C -5.73137 -4.92574 -0.59167
O -4.76046 -4.58039 0.38616
C -5.08712 -3.63686 1.29700
C -4.09713 -3.32942 2.23310
C -4.30796 -2.34585 3.17745
C -5.52894 -1.67529 3.21560
C -6.54450 -2.04858 2.35243
C -6.32369 -3.00245 1.36911
N -5.84295 -0.64509 4.16976
N -5.08034 0.30808 4.35802
C -3.88751 0.48553 3.57678
C -2.68981 0.52250 4.22995
C -1.48801 0.69566 3.51925
C -1.50520 0.86300 2.16442
O -0.34158 0.95738 1.42962
C -2.74316 0.87342 1.45666
N -2.72987 0.99076 0.09964
C -3.87516 1.03002 -0.54679
C -5.12225 0.99416 0.10008
C -5.15861 0.84234 1.45436
C -3.94892 0.73073 2.17771
H -5.26767 -5.68008 -1.21957
H -5.99957 -4.06128 -1.20345
H -6.62687 -5.34124 -0.12488
H -3.17507 -3.89605 2.20402
H -3.54185 -2.11790 3.90720
H -7.51185 -1.56942 2.43760
H -7.12366 -3.25630 0.69030
H -2.67082 0.37564 5.30218
H -0.53993 0.67768 4.04058
H -3.82099 1.10389 -1.62781
H -6.02689 1.07383 -0.48566
H -6.10191 0.81527 1.98235
Se -2.29690 4.16789 -0.77085
N -0.77059 3.41321 -1.29497
C 0.12668 4.37973 -1.41407
C 1.49762 4.19389 -1.77811
C 2.29974 5.28179 -1.85334
C 1.81477 6.60536 -1.57590
C 0.53202 6.82857 -1.21324
C -0.35730 5.71021 -1.11416
N -1.62330 5.79490 -0.75299
H 1.86907 3.19694 -1.96953
H 3.34011 5.16333 -2.12742
H 2.50493 7.43422 -1.65625
H 0.15532 7.81763 -0.99399
Cl -0.65344 -2.08849 -3.41220
C -2.40985 -1.84045 -3.38265
Cl -3.08670 -2.41333 -1.83433
C -2.81013 -0.35683 -3.54336
O -3.83862 -0.12268 -4.13589
O -2.02536 0.49968 -2.98889
H -2.85445 -2.43777 -4.16953
Se 0.68202 2.48704 1.61434
C 1.99801 1.73462 2.76654
C 3.01684 0.96439 2.21199
C 3.96168 0.37969 3.04041
C 3.89721 0.57711 4.41378
C 2.89428 1.36487 4.96248
C 1.94110 1.94736 4.14003
H 3.06684 0.83456 1.13735
H 4.76004 -0.21579 2.61552
H 4.63828 0.12439 5.05897
H 2.85533 1.52581 6.03137
H 1.15693 2.56517 4.55860

- HOMO energy: -10.341 eV
- E_LUMO: -3.349 eV
- Total charge: +1
- Multiplicity: 1
- Orbital gap: 6.992 eV
- Energy relative to the best compared isomer or geometry (same formula, charge and spin): 5.6 kJ/mol

Question: What is the multiplicity in the third record?
Answer: 5

Question: Look up the multiplicity of the second one.
Answer: 6